Entry 1:
C10H26BeN3O2 as an isolated structure in a non-equilibrium geometry, computed with ωB97M-V with the def2-TZVPD basis set.

XYZ file:
```
42
Properties=species:S:1:pos:R:3:nbo_charge:R:1
Be -0.4356 0.8017 -0.4067 1.67
N -0.0387 -3.3484 0.2888 -0.68
C 1.0476 -2.6908 1.1176 -0.06
C 2.1086 -2.0128 0.2358 -0.45
C 2.1140 -0.4815 0.1302 -0.06
N 1.1479 0.0789 -0.8888 -0.99
C 1.8800 0.1523 1.4914 -0.44
C 0.5545 -0.2755 2.0994 -0.05
N -0.5715 0.3626 1.3345 -1.00
C 0.4662 -1.8035 2.2310 -0.46
H 0.3913 -3.9183 -0.4575 0.46
H -0.7004 -2.6862 -0.1287 0.42
H -0.5743 -4.0044 0.8800 0.47
H 1.5327 -3.5401 1.6097 0.26
H 2.1106 -2.4599 -0.7593 0.23
H 3.0790 -2.2727 0.6672 0.29
H 3.1236 -0.2132 -0.1995 0.25
H 1.1374 -0.5737 -1.6734 0.42
H 1.6378 0.8837 -1.2871 0.43
H 1.9317 1.2368 1.4277 0.23
H 2.6872 -0.1572 2.1540 0.28
H 0.5010 0.1101 3.1231 0.25
H -0.6839 1.2811 1.7695 0.43
H -1.4305 -0.1241 1.5978 0.42
H -0.5565 -2.1075 2.4644 0.24
H 1.0460 -2.0307 3.1273 0.29
C -2.2187 -0.3463 -2.3174 -0.26
O -1.8708 0.4089 -1.1443 -0.69
C -2.6587 1.6009 -0.9783 -0.12
C -1.7521 2.7953 -1.2228 -0.11
O -0.4780 2.4086 -0.6917 -0.71
C 0.4948 3.4601 -0.7804 -0.27
H -3.2704 -0.6346 -2.2792 0.24
H -1.6097 -1.2455 -2.3335 0.19
H -2.0429 0.2325 -3.2246 0.23
H -3.0375 1.6116 0.0475 0.22
H -3.5176 1.6025 -1.6517 0.26
H -2.1353 3.6754 -0.6956 0.25
H -1.6511 3.0304 -2.2889 0.23
H 0.1158 4.3754 -0.3258 0.24
H 0.7424 3.6700 -1.8229 0.23
H 1.3840 3.1493 -0.2399 0.21
```

Its total charge is +3. The energy relative to the best compared isomer or geometry (same formula, charge and spin) comes out at 0.463 eV. Its total energy is -19734.337 eV. Its molar mass is 229.35 g/mol. For the orbital gap, the calculation gives 11.83 eV.



Entry 2:
C10H26Br4N6O12 as an isolated structure in a non-equilibrium geometry, computed with ωB97M-V with the def2-TZVPD basis set.

XYZ file:
```
58
Properties=species:S:1:pos:R:3:nbo_charge:R:1
Br 4.1131 3.2035 0.8031 -0.06
C 2.4593 2.2699 1.4618 -0.41
C 2.6162 0.7299 1.2503 -0.48
Br 4.0230 -0.0113 2.3616 -0.01
H 1.6544 2.8147 0.9684 0.26
H 2.3586 2.5315 2.5151 0.21
H 2.8592 0.4998 0.2129 0.27
H 1.6602 0.2178 1.3592 0.19
Br -1.7416 1.4055 -3.2831 0.00
C -3.1741 0.3235 -2.5724 -0.47
C -2.9944 0.3767 -1.1380 -0.40
Br -4.3511 -0.9813 -0.5019 -0.07
H -2.9708 -0.6929 -2.9096 0.23
H -4.1082 0.8221 -2.8311 0.23
H -3.1042 1.3483 -0.6564 0.21
H -2.0072 -0.0170 -0.8961 0.26
C 3.4545 0.1512 -3.4999 -0.48
N 2.9166 -0.1554 -2.1759 0.55
O 1.8732 -0.7649 -2.1971 -0.36
O 3.4548 0.2275 -1.1062 -0.36
H 4.4296 0.5871 -3.2826 0.24
H 2.8101 0.8750 -3.9989 0.26
H 3.5043 -0.7823 -4.0605 0.24
C 0.3467 -0.8233 -0.0994 -0.53
N -0.0578 0.6558 -0.0455 0.58
O 0.8406 1.4371 0.1105 -0.38
O -1.2581 0.9452 -0.0592 -0.49
H 0.8320 -1.0261 -1.0541 0.31
H -0.5069 -1.4906 0.0198 0.27
H 1.0282 -0.8441 0.7509 0.23
C -2.5284 -0.0327 2.0424 -0.47
N -2.6887 0.6045 3.3739 0.52
O -3.1341 -0.1239 4.2556 -0.37
O -2.4024 1.8223 3.5203 -0.41
H -2.7773 -1.0871 2.1616 0.25
H -1.5319 0.1856 1.6584 0.25
H -3.1640 0.5612 1.3855 0.22
C 1.5606 -1.1173 3.6848 -0.47
N 0.6444 -1.4151 2.5141 0.52
O 1.0066 -2.1943 1.5818 -0.37
O -0.4242 -0.7888 2.5295 -0.41
H 2.1393 -2.0236 3.8634 0.24
H 0.7806 -0.8894 4.4113 0.24
H 2.1017 -0.1926 3.4846 0.26
C -1.3814 2.8053 0.0961 -0.49
N -2.0887 3.4268 -1.0873 0.51
O -3.1157 4.0534 -0.9003 -0.39
O -1.4060 3.5866 -2.0788 -0.40
H -1.8568 1.8785 0.4172 0.29
H -1.2497 3.4191 0.9872 0.23
H -0.4337 2.5281 -0.3655 0.20
C 0.4505 -4.3255 -2.4184 -0.49
N -0.1949 -3.8892 -1.1350 0.56
O 0.0065 -2.7665 -0.7639 -0.42
O -1.0427 -4.5924 -0.6296 -0.35
H 0.2858 -3.4824 -3.0893 0.24
H -0.0225 -5.2630 -2.7111 0.24
H 1.5070 -4.5204 -2.2342 0.24
```

Its total charge is 0. The energy relative to the best compared isomer or geometry (same formula, charge and spin) comes out at 15.229 eV. Its total energy is -324439.859 eV. Its molar mass is 741.96 g/mol. For the orbital gap, the calculation gives 7.01 eV.



Entry 3:
C10H26FeN2O2PS4 as an isolated structure, computed with ωB97M-V with the def2-TZVPD basis set.

XYZ file:
```
46
Properties=species:S:1:pos:R:3:nbo_charge:R:1
Fe 0.1517 -0.3488 0.6795 1.20
C -0.7275 2.8804 1.0159 -0.52
C 0.6001 3.0443 0.2901 -0.54
S 1.6977 1.5929 0.3017 0.22
C 2.5289 1.6797 1.9226 -0.54
C 1.7191 1.2348 3.1390 -0.52
S 1.1605 -0.4841 2.9011 0.18
C -0.3346 -0.6170 3.9373 -0.52
C -1.2238 -1.7508 3.4371 -0.54
S -1.7542 -1.6458 1.6986 0.21
C -3.1353 -0.4643 1.6856 -0.55
C -2.7640 1.0147 1.7319 -0.52
S -1.5650 1.3840 0.4190 0.21
H -1.3637 3.7405 0.8071 0.28
H -0.5993 2.8100 2.0950 0.22
H 1.1620 3.8759 0.7168 0.27
H 0.4433 3.2837 -0.7619 0.27
H 2.8940 2.6974 2.0658 0.28
H 3.4190 1.0578 1.8078 0.25
H 0.8482 1.8663 3.3049 0.23
H 2.3437 1.2860 4.0302 0.27
H -0.8504 0.3421 3.9151 0.22
H -0.0336 -0.8167 4.9653 0.27
H -2.1180 -1.8191 4.0579 0.27
H -0.7137 -2.7120 3.5112 0.27
H -3.8126 -0.7125 2.5032 0.27
H -3.6706 -0.6926 0.7622 0.26
H -2.3351 1.3026 2.6907 0.23
H -3.6591 1.6146 1.5698 0.28
N -0.4795 -3.8150 -2.0722 -0.67
C 0.8659 -4.2445 -1.5603 -0.61
P 1.3535 -3.2608 -0.0678 2.14
O 0.9121 -3.8997 1.1895 -1.10
O 0.9233 -1.8373 -0.4231 -1.22
C 3.2068 -3.3193 -0.0209 -0.62
N 3.5920 -4.2546 1.1004 -0.68
H -1.2397 -4.1708 -1.4858 0.46
H -0.6417 -4.1634 -3.0223 0.47
H -0.5417 -2.7915 -2.0921 0.46
H 1.5776 -4.1093 -2.3742 0.26
H 0.8043 -5.3040 -1.3148 0.28
H 3.5855 -2.3253 0.2087 0.27
H 3.6836 -3.6530 -0.9403 0.27
H 4.3223 -3.8642 1.6993 0.46
H 3.9374 -5.1545 0.7594 0.46
H 2.7420 -4.4279 1.6732 0.48
```

Its total charge is +3. Its expectation value of S² is 6.01. The energy relative to the best compared isomer or geometry (same formula, charge and spin) comes out at 0.214 eV. Its total energy is -104862.692 eV. Its molar mass is 421.42 g/mol. The multiplicity is 5. For the orbital gap (alpha / beta), the calculation gives 8.88 / 9.54 eV.



Entry 4:
C10H27Li2NO8 as an isolated structure in a non-equilibrium geometry, computed with ωB97M-V with the def2-TZVPD basis set.

XYZ file:
```
48
Properties=species:S:1:pos:R:3:nbo_charge:R:1
Li 0.1566 2.9050 -0.6511 0.89
Li -0.3791 0.1363 -0.3108 0.86
O -0.9504 1.6981 0.9659 -1.06
C -2.2110 1.8623 0.3714 -0.08
C -2.6175 3.3120 0.1307 -0.06
O -1.7306 4.1386 -0.5198 -0.96
H -2.9977 1.3569 0.9657 0.08
H -2.1816 1.3512 -0.6175 0.07
H -2.8118 3.8588 1.0804 0.08
H -3.6312 3.2741 -0.3387 0.05
O 1.0160 1.1637 -1.4423 -1.11
C 0.8925 1.5744 -2.7726 -0.08
C 1.4540 2.9762 -3.1700 -0.04
O 0.7954 4.0306 -2.6361 -0.95
H -0.1567 1.5654 -3.1279 0.11
H 1.4215 0.7930 -3.3614 0.09
H 1.4144 2.9434 -4.2820 0.05
H 2.5370 2.9203 -2.9147 0.06
C 1.9985 -2.0822 4.4983 -0.24
O 1.3564 -2.2687 3.2571 -0.57
C 0.2500 -1.3365 3.1512 -0.07
C -0.5122 -1.7288 1.8661 -0.25
N 0.4001 -1.6554 0.7351 -0.65
C 0.0944 -2.6880 -0.2696 -0.24
C -1.2731 -2.4174 -0.9181 -0.07
O -1.2182 -1.2270 -1.6676 -0.56
C -2.4143 -0.8939 -2.3289 -0.25
H 2.9863 -2.5528 4.4554 0.18
H 1.4711 -2.6437 5.2794 0.15
H 2.1552 -1.0337 4.7582 0.18
H 0.7088 -0.3492 3.1179 0.21
H -0.4934 -1.4820 3.9401 0.16
H -1.3805 -1.0610 1.9126 0.23
H -0.9204 -2.7264 2.0946 0.15
H 1.2973 -1.8312 1.1708 0.40
H 0.0907 -3.6800 0.1995 0.16
H 0.8316 -2.6948 -1.0719 0.23
H -2.0428 -2.3967 -0.1374 0.17
H -1.5016 -3.2607 -1.5830 0.16
H -2.7238 -1.7575 -2.9351 0.14
H -2.2351 -0.0912 -3.0419 0.22
H -3.2611 -0.5917 -1.7086 0.19
O 2.8980 1.2925 0.6722 -1.01
H 2.0984 1.2515 0.0955 0.53
H 2.9627 2.2184 0.9198 0.46
O 2.8993 -1.1069 -1.3207 -1.01
H 2.0694 -0.6814 -1.6003 0.51
H 3.3886 -0.3841 -0.9097 0.49
```

Its total charge is -2. Its total energy is -29086.451 eV. Its molar mass is 303.21 g/mol. For the orbital gap, the calculation gives 3.39 eV.



Entry 5:
C10H27LuN5S as an isolated structure, computed with ωB97M-V with the def2-TZVPD basis set.

XYZ file:
```
44
Properties=species:S:1:pos:R:3:nbo_charge:R:1
Lu -0.5335 -0.2199 -0.1570 2.09
C 1.9737 0.0307 -2.2466 -0.25
C 2.7098 0.0461 -0.9097 -0.25
N 1.7929 0.3427 0.2354 -0.74
C 2.1764 -0.3906 1.4811 -0.24
C 2.1515 -1.9155 1.3443 -0.53
S 0.7612 -2.6356 0.3784 0.19
C 1.5341 -2.9998 -1.2543 -0.51
C 0.9237 -2.2502 -2.4302 -0.25
N 0.7190 -0.7821 -2.2298 -0.74
H 2.6609 -0.3372 -3.0120 0.25
H 1.6970 1.0502 -2.5232 0.23
H 3.5032 0.7916 -0.9693 0.26
H 3.1970 -0.9066 -0.7305 0.22
H 1.9204 1.3283 0.4535 0.42
H 1.4870 -0.0785 2.2717 0.21
H 3.1824 -0.1093 1.8017 0.26
H 2.0752 -2.3542 2.3389 0.29
H 3.0651 -2.3133 0.9080 0.26
H 1.3960 -4.0684 -1.4155 0.29
H 2.6031 -2.8345 -1.1506 0.25
H -0.0532 -2.6788 -2.6602 0.23
H 1.5653 -2.4247 -3.2980 0.25
H 0.2312 -0.5035 -3.0793 0.42
N -1.9574 -0.9331 1.7658 -0.94
C -2.7389 0.2550 2.2383 -0.25
C -1.8233 1.4566 2.4178 -0.25
N -1.0467 1.8168 1.1852 -0.74
C -1.7470 2.8066 0.3032 -0.25
C -2.7167 2.1665 -0.6758 -0.25
N -1.9935 1.2136 -1.5857 -0.94
H -2.6267 -1.6864 1.6059 0.43
H -1.4225 -1.2734 2.5642 0.42
H -3.2229 0.0525 3.1939 0.26
H -3.5288 0.4518 1.5167 0.21
H -1.1031 1.2315 3.2075 0.23
H -2.4147 2.3078 2.7595 0.25
H -0.2450 2.3308 1.5407 0.42
H -0.9827 3.3470 -0.2608 0.23
H -2.2832 3.5434 0.9038 0.25
H -3.1984 2.9605 -1.2463 0.26
H -3.5036 1.6186 -0.1630 0.22
H -1.4821 1.7877 -2.2554 0.42
H -2.7021 0.7595 -2.1619 0.43
```

Its total charge is +3. Its total energy is -62691.633 eV. Its molar mass is 424.39 g/mol. For the orbital gap, the calculation gives 10.00 eV.



Entry 6:
C10H27N3PtS2 as an isolated structure in a non-equilibrium geometry, computed with ωB97M-V with the def2-TZVPD basis set.

XYZ file:
```
43
Properties=species:S:1:pos:R:3:nbo_charge:R:1
Pt 0.8832 0.0059 0.0948 0.98
S -0.2564 2.2658 0.0751 0.28
S -0.1355 -2.3136 0.2139 0.24
C -2.1137 2.3408 0.1171 -0.73
C -0.1455 2.3589 -1.7408 -0.53
C -0.7499 1.1643 -2.4592 -0.25
N -0.0606 -0.0854 -1.9732 -0.64
C -0.7011 -1.3801 -2.3754 -0.25
C -0.0389 -2.4986 -1.6058 -0.52
H 0.9209 2.4901 -1.9718 0.24
H -0.6960 3.2705 -1.9861 0.26
H -0.5710 1.2805 -3.5471 0.24
H -1.8325 1.0712 -2.2976 0.22
H -0.5265 -1.5518 -3.4508 0.23
H -1.7806 -1.3214 -2.2077 0.22
H 1.0331 -2.6043 -1.8351 0.24
H -0.5497 -3.4448 -1.7915 0.26
C -1.9782 -2.4781 0.2753 -0.73
H 0.7907 -0.0893 -2.5688 0.40
H -2.4866 -1.5509 -0.0237 0.22
H -2.2335 -2.7357 1.3110 0.25
H -2.2661 -3.3199 -0.3679 0.26
H -2.3839 2.6198 1.1417 0.25
H -2.5822 1.3873 -0.1661 0.22
H -2.4234 3.1543 -0.5560 0.26
C 2.4278 0.0922 -1.3601 -0.51
C 3.0590 0.1451 -0.0846 -0.43
H 2.3857 1.0481 -1.9262 0.24
H 2.4714 -0.8749 -1.8729 0.23
H 3.4433 1.1029 0.2889 0.24
H 3.5850 -0.7671 0.2275 0.24
N 1.7842 0.0529 2.0343 -0.82
C 1.1168 -0.2340 3.3520 -0.24
C -0.1966 0.4962 3.3642 -0.25
N -0.9493 0.0755 2.1622 -0.82
H 2.5808 -0.5742 1.9727 0.41
H 2.1455 1.0109 2.0273 0.40
H 1.0381 -1.3275 3.4269 0.22
H 1.8030 0.1364 4.1348 0.24
H -0.7244 0.2146 4.2897 0.23
H -0.0242 1.5840 3.3294 0.21
H -1.2869 -0.8799 2.2865 0.38
H -1.7753 0.6631 2.0431 0.39
```

Its total charge is +2. Its expectation value of S² is 2.01. Its total energy is -40178.077 eV. Its molar mass is 448.56 g/mol. The multiplicity is 3. For the orbital gap (alpha / beta), the calculation gives 8.39 / 6.57 eV.



Question: What is the total charge in the fourth record?
Answer: -2